# 1
Entry from the OMol25 dataset: C27H33ClN4O6PS2SeTc as an isolated structure (the ωB97M-V functional and the def2-TZVPD basis).

Positions of all 76 atoms, in Å:
Tc 0.6377 0.0202 -1.1070
Se 2.1714 4.3200 0.0849
Cl -6.0804 3.3343 -1.5253
S 1.0986 -2.1732 -1.8413
S 3.9762 -2.0668 0.0171
P 2.5331 -3.1487 -0.7289
O 0.5103 2.2514 -0.9965
O 0.3386 4.3284 -0.2236
O 3.1065 -4.2647 -1.6690
O 1.0220 0.2197 0.9398
O 1.7602 -3.9855 0.3892
O 2.6001 0.7937 2.4241
N 2.7538 0.5707 -1.0654
N 3.0396 1.0100 0.2485
N 2.3771 8.9668 0.5355
N -1.3207 -0.5032 -0.9063
C -5.9431 -1.7109 -1.4414
C -0.0201 -3.0482 1.7188
C -2.2278 2.4137 -1.8272
C -4.3690 3.3287 -1.3044
C -3.7697 -1.2251 -0.5631
C 2.7776 6.9858 -0.7445
C -2.4127 -0.8333 -0.7646
C 2.1601 0.6359 1.2041
C -2.4240 4.2227 -0.2392
C 3.0355 -6.5753 -0.9247
C 1.7542 6.8313 1.4153
C -3.5956 2.4257 -2.0218
C 1.1207 -5.6232 -2.2843
C -5.5478 -1.7966 0.9370
C -1.6394 3.2995 -0.9279
C -6.4035 -1.9234 -0.1489
C -3.7937 4.2321 -0.4193
C -4.6218 -1.3637 -1.6586
C 2.2245 6.2141 0.2646
C 2.6078 -5.5998 -2.0025
C 1.7191 0.3629 3.4843
C 1.7189 -4.6211 2.6772
C -4.2243 -1.4444 0.7388
C 2.8370 8.3614 -0.5508
C -0.1840 3.2327 -0.7262
C 1.4293 -3.4936 1.7090
C 1.8432 8.2131 1.4914
H 3.2713 8.9997 -1.3114
H -4.0665 1.7503 -2.7213
H 3.1448 6.5428 -1.6593
H 1.3368 6.2594 2.2320
H 0.5397 -5.4328 -1.3826
H -5.9125 -1.9685 1.9399
H 2.7986 -7.5917 -1.2409
H -1.6075 1.7282 -2.3901
H 4.1088 -6.5096 -0.7530
H 3.3086 -0.2820 -1.2348
H -3.5445 -1.3401 1.5729
H -0.6705 -3.8763 1.4334
H -4.2485 -1.2063 -2.6613
H 2.5125 -6.3733 0.0086
H 1.5018 -4.3056 3.6983
H -4.4188 4.9309 0.1173
H -0.1751 -2.2230 1.0241
H 1.4158 -0.6674 3.3135
H 0.8481 1.0132 3.5249
H 3.1502 -5.8137 -2.9245
H -6.6146 -1.8197 -2.2814
H 2.0931 -2.6477 1.9135
H -0.2982 -2.7221 2.7234
H 2.7662 -4.9143 2.6208
H 0.8608 -6.6150 -2.6567
H -7.4382 -2.1933 0.0132
H 0.8475 -4.8922 -3.0428
H 1.0977 -5.4877 2.4475
H 2.9872 1.3171 -1.7131
H -1.9663 4.9222 0.4456
H 4.0109 1.0593 0.5215
H 1.4762 8.7364 2.3665
H 2.3090 0.4487 4.3894

Orbital gap (alpha / beta) (eV): 7.207 / 7.164
<S²>: 0.756
Net charge: +1
HOMO level (alpha / beta) (hartree): -0.374 / -0.373
Calculated total energy (a.u.): -5799.1777
2S+1: 2
ΔE to the lowest compared entry with this formula, charge and spin (eV): 0.637

***

# 2
Entry from the OMol25 dataset: a 5-piece molecular cluster, C2H15N2O4 overall in a non-equilibrium geometry (the ωB97M-V functional and the def2-TZVPD basis).

Positions of all 23 atoms, in Å:
O 1.4272 -0.5196 -2.2541
O 1.1578 1.9969 -0.9435
O 1.2027 0.5614 1.3879
O 1.8455 -1.6650 0.1522
N -3.0146 -0.0711 2.2397
N -0.7696 -0.3675 -0.9401
C -1.9454 -0.2385 0.0092
C -1.8527 0.0086 1.3364
H 1.7094 0.9647 0.6349
H 2.0821 -0.8831 0.8164
H 0.8475 2.8751 -1.2022
H 1.9936 -2.6317 0.4779
H -0.8073 0.1873 1.9208
H -3.7641 0.2441 1.7082
H 1.7764 -0.6379 -3.1612
H 1.8463 1.8509 -1.6484
H -1.1014 -0.6446 -1.9880
H 1.5546 1.0288 2.1568
H -0.0767 0.4873 -0.9325
H -2.8565 0.5135 3.0230
H 1.7213 -1.4175 -1.8922
H -0.0320 -1.1268 -0.4797
H -2.9441 -0.5152 -0.4215

Orbital gap (alpha / beta) (eV): 3.168 / 9.283
<S²>: 0.751
Net charge: 0
HOMO level (alpha / beta) (hartree): -0.099 / -0.331
Calculated total energy (a.u.): -495.4782
2S+1: 2
ΔE to the lowest compared entry with this formula, charge and spin (eV): 2.660

***

# 3
Entry from the OMol25 dataset: C10H40O10 as an isolated structure in a non-equilibrium geometry (the ωB97M-V functional and the def2-TZVPD basis).

Positions of all 60 atoms, in Å:
O 2.2422 1.2568 -1.6323
O 3.0831 0.9472 1.8081
O -2.2641 -0.3483 -1.2560
O 3.5578 -3.0623 1.5317
O -1.3141 2.9276 1.1160
O -0.6869 -2.5483 1.4058
O -3.5066 -1.8416 0.2497
O -0.2062 4.1513 -0.2538
O -0.7626 -1.2727 -0.0979
O 3.2812 -0.4636 -1.7657
C -2.6023 0.7742 -0.5039
C 0.1937 -0.2135 -0.3111
C 0.3677 3.0371 -0.9115
C 2.6472 -1.9754 1.5970
C -0.9269 1.8966 2.0766
C -1.9582 -2.6542 1.8627
C -4.7128 -1.3619 0.7803
C 2.7472 0.7415 0.4181
C 1.2243 1.3102 -2.6373
C 2.5009 -1.2800 -2.5492
H 1.0033 3.3660 -1.7336
H -2.3205 -0.0723 -2.1737
H 3.1098 -3.9106 1.5677
H 3.1109 -1.0060 1.4141
H -1.6000 1.7819 2.9262
H -1.8288 1.5410 -0.5444
H 2.9579 -2.2669 -2.6215
H 1.4866 2.0523 -3.3914
H -5.1609 -2.0153 1.5289
H 0.2824 1.5889 -2.1648
H -2.6386 0.5946 0.5706
H 2.4058 0.6430 2.4167
H -2.2637 3.0166 1.2254
H 3.6579 -1.0590 -1.1135
H 1.4955 -1.2764 -2.1281
H -1.5386 -1.0823 -0.6301
H 0.0503 2.2865 2.3619
H -5.4068 -1.2690 -0.0549
H 3.5199 1.1787 -0.2143
H -0.6836 3.6755 0.4298
H -2.5134 -2.8356 0.9424
H 2.1146 -2.0218 2.5468
H -1.9918 -3.5308 2.5096
H 2.7443 -0.3146 0.1483
H -2.9048 -1.1252 0.0348
H -0.0977 0.7207 0.1688
H -2.3217 -1.7885 2.4163
H -0.4383 2.4001 -1.2756
H -0.9072 0.9217 1.5896
H 0.3606 -0.0318 -1.3728
H 1.7932 1.2176 0.1918
H -0.6029 -1.8770 0.7248
H -4.4941 -0.3638 1.1601
H -3.5580 1.2150 -0.7876
H 2.5212 -0.8783 -3.5622
H 1.9582 -2.1175 0.7645
H 2.7070 0.4183 -1.6823
H 1.1093 0.3355 -3.1114
H 0.8674 2.3739 -0.2053
H 1.1105 -0.5056 0.2010

Orbital gap (eV): 7.188
Net charge: 0
HOMO level (hartree): -0.270
Calculated total energy (a.u.): -1156.6963
ΔE to the lowest compared entry with this formula, charge and spin (eV): 17.840

***

# 4
Entry from the OMol25 dataset: C11H19Cl3IrO as an isolated structure in a non-equilibrium geometry (the ωB97M-V functional and the def2-TZVPD basis).

Positions of all 35 atoms, in Å:
Ir -0.9658 1.3649 0.0370
Cl -1.9285 -0.5121 -1.1083
Cl -1.1733 2.8365 -1.5810
Cl -1.1854 2.4123 2.0545
O -3.1658 -2.5597 1.6366
C 2.1906 1.0368 -2.2635
C 1.0104 0.9900 0.0447
C 0.0769 -2.5725 0.5128
C 1.0059 -0.9708 -1.2343
C 1.7327 2.1376 0.6449
C 1.1131 -1.9163 -2.3806
C 0.3746 -0.0668 0.8595
C 0.5066 -0.2191 2.3238
C 1.3773 0.3541 -1.2447
C 0.4582 -1.3537 0.0504
C -3.0971 1.3504 0.4443
H 2.7166 2.1654 0.1931
H 1.1967 3.0517 0.4069
H -0.3752 -0.7768 2.6758
H -3.6726 0.5771 -0.0924
H -3.4921 -1.6528 1.4963
H 1.9685 2.1013 -2.2225
H 0.4165 -2.7615 -2.2751
H -3.4686 2.3302 0.1180
H 0.0298 -3.4264 -0.1502
H 3.2704 0.9111 -2.1059
H 1.3799 -0.8475 2.5362
H 2.1223 -2.3337 -2.5288
H -2.2995 -2.3324 2.0168
H -3.3346 1.2320 1.5141
H 1.9707 0.6857 -3.2730
H 1.8268 2.0538 1.7240
H -0.0375 -2.6693 1.5852
H 0.5828 0.7246 2.8683
H 0.8689 -1.3438 -3.2830

Orbital gap (alpha / beta) (eV): 2.953 / 5.759
<S²>: 8.773
Net charge: -2
HOMO level (alpha / beta) (hartree): 0.087 / -0.025
Calculated total energy (a.u.): -1990.5013
2S+1: 6
ΔE to the lowest compared entry with this formula, charge and spin (eV): 0.934

***

# 5
Entry from the OMol25 dataset: C2H4NO2 as an isolated structure in a non-equilibrium geometry (the ωB97M-V functional and the def2-TZVPD basis).

Positions of all 9 atoms, in Å:
O 0.3697 1.2603 1.2308
O -0.1000 0.0048 -1.4454
N 0.8504 2.0822 0.6384
C 0.2768 -0.5495 0.6859
C -0.5663 -0.5327 -0.4236
H -0.5218 0.0939 -2.3119
H -1.6496 -0.8062 -0.3020
H 1.3179 -0.5724 0.2849
H 0.0228 -0.9806 1.6429

Orbital gap (alpha / beta) (eV): 7.920 / 8.719
Net charge: +1
HOMO level (alpha / beta) (hartree): -0.538 / -0.539
Calculated total energy (a.u.): -283.3895
ΔE to the lowest compared entry with this formula, charge and spin (eV): 4.536

***

# 6
Entry from the OMol25 dataset: one molecule with the formula C10H16N2O2 in a non-equilibrium geometry (the ωB97M-V functional and the def2-TZVPD basis).

Positions of all 30 atoms, in Å:
O -0.2478 1.7611 -1.0927
O 0.1349 -0.4291 -3.6677
N -0.5244 1.3089 -2.4013
N -0.0381 -0.0945 2.6506
C 1.2829 -1.6450 1.6358
C -1.0339 2.1830 -3.4070
C -0.1271 -2.0638 1.5315
C -1.0024 -0.8086 1.7461
C -0.0473 0.6481 -0.1962
C -1.2856 0.1151 0.5419
C 0.9092 0.9988 0.9591
C 0.6046 -0.3689 -1.1994
C 1.2513 -0.1558 1.9950
C 0.0256 0.0819 -2.5419
H -1.3736 3.1805 -2.9698
H -1.8504 0.9522 0.9003
H 0.0518 -0.6731 3.5264
H -0.2608 2.3650 -4.1974
H 1.6998 -0.3453 -1.2344
H 0.2639 -1.4242 -1.0636
H -1.8748 1.7336 -3.9504
H 1.8710 -2.1997 2.4516
H -2.1146 -0.1767 -0.0137
H -0.3297 -2.4833 0.5402
H 2.1610 0.1287 2.5134
H -2.0384 -1.0464 2.2328
H 0.7682 2.0251 1.5503
H 1.8211 1.1810 0.3650
H -0.4068 -2.9181 2.1452
H 1.7107 -1.8305 0.6502

SMILES string: CN1O[C@]2(CC1=O)C[C@H]1CC[C@@H](C2)N1
Orbital gap (eV): 9.405
Net charge: 0
HOMO level (hartree): -0.318
Calculated total energy (a.u.): -650.5114
ΔE to the lowest compared entry with this formula, charge and spin (eV): 3.724

***

# 7
Entry from the OMol25 dataset: a 2-piece molecular cluster, C3H10N2O2 overall in a non-equilibrium geometry (the ωB97M-V functional and the def2-TZVPD basis).

Positions of all 17 atoms, in Å:
O 1.8993 0.0031 -1.9317
O -0.7361 0.5982 -0.9231
N 1.0577 0.0039 0.5526
N -2.5606 -0.9031 0.3948
C -1.1467 -0.6672 0.8039
C 1.8186 0.5443 1.4012
C -0.3160 0.1699 0.2625
H -0.6817 -1.2904 1.5459
H -2.5265 -1.2451 -0.5592
H 1.3077 -0.6662 -0.1336
H 1.4642 1.3026 2.1072
H 2.8621 0.1666 1.4651
H 1.7785 -0.7574 -2.4783
H -3.1965 0.0345 0.5435
H -0.0066 1.2514 -1.3667
H 2.2473 0.8428 -2.4905
H -2.9796 -1.6902 0.9071

Orbital gap (eV): 9.759
Net charge: +2
HOMO level (hartree): -0.690
Calculated total energy (a.u.): -379.5549
ΔE to the lowest compared entry with this formula, charge and spin (eV): 2.454

***

# 8
Entry from the OMol25 dataset: C49H55AsCsN4S4 as an isolated structure in a non-equilibrium geometry (the ωB97M-V functional and the def2-TZVPD basis).

Positions of all 114 atoms, in Å:
Cs 2.0492 -2.0724 -0.9533
As -2.0481 2.6244 -1.0581
S 3.8752 0.5955 0.9687
S 0.4914 -4.5175 1.6083
S 4.8494 0.1294 -1.6376
S 0.9100 -5.4546 -1.2183
N 5.5650 -4.6308 0.5737
N 1.0646 -1.2227 2.0863
N 7.2186 -4.7574 2.6436
N -3.3362 1.8669 0.0574
C -0.4659 -6.0383 -0.4617
C 1.8519 -0.2232 2.5487
C -1.3703 -7.0013 -1.0062
C 1.2460 -2.3968 4.1569
C -5.1402 2.5312 -4.1473
C 4.0519 3.3512 0.4717
C -0.4415 -3.0891 2.3303
C -1.9214 -5.8879 1.5595
C -5.3508 3.5278 -1.9009
C -0.7492 -5.5125 0.8722
C -2.7275 -6.8904 1.0324
C -3.2064 8.1618 1.6181
C -1.9502 4.5477 1.0798
C -4.4730 2.9429 -2.9867
C 4.7152 2.8635 -2.1913
C -4.5244 1.7311 -5.0934
C 2.1427 0.9205 1.6423
C -5.9444 -0.3327 1.2072
C -2.2602 5.7997 1.6527
C -2.3639 5.4951 -1.1285
C -5.2958 1.1132 -6.2530
C -2.7699 6.6840 -0.5158
C 2.4763 -0.3661 3.8057
C -2.0122 4.4350 -0.3279
C -2.7812 6.8708 0.8938
C -3.1465 2.6005 -2.8381
C -3.0934 1.5413 -4.9814
C -2.5111 -7.3600 -0.2973
C -4.8978 0.5301 1.2847
C -2.3345 5.4721 -2.6315
C 6.9583 -3.9897 0.3105
C 5.8063 -6.0501 0.9521
C 4.5988 4.1654 -1.7640
C 4.5142 1.7836 -1.3151
C -4.5700 0.2061 -1.1741
C 4.1811 4.4178 -0.4315
C -1.5525 3.3686 1.9609
C -2.3792 1.9224 -3.8349
C 7.8638 -3.9711 1.5045
C -4.2194 0.9016 0.0657
C 4.9938 -3.9687 1.8143
C 4.1204 2.0487 -0.0075
C -5.7744 -0.4717 -1.2431
C 6.7781 -6.1761 2.1417
C -0.9583 1.4419 -3.5773
C 5.8885 -4.0661 3.0517
C 2.1864 -1.4459 4.5691
C 0.6200 -2.1914 2.8941
C -6.4556 -0.7828 -0.0503
H -3.9087 0.3798 -2.0143
H -0.4887 3.0768 1.9010
H -1.9148 6.3747 -3.0255
H 7.9670 -2.9715 1.8839
H -6.1996 2.8679 -4.2408
H 1.4410 1.0233 0.7953
H -2.1423 5.9706 2.7214
H -1.6751 4.6663 -3.0211
H 6.8162 -2.9297 -0.0662
H -3.4323 8.9003 0.8750
H -5.6923 4.5368 -2.2080
H -4.1179 8.1510 2.2619
H 2.2004 1.7978 2.2627
H -4.8113 3.6406 -0.9565
H -0.9586 0.6305 -2.8490
H -6.3523 1.0587 -5.9699
H 6.2617 -6.5256 0.1056
H -1.0668 -3.5468 3.0795
H 5.3886 -4.6197 3.8487
H 8.8302 -4.4205 1.2471
H 7.8467 -4.8408 3.4396
H -6.2520 2.9606 -1.6905
H 3.7709 3.4736 1.5070
H 3.9530 5.3990 -0.0953
H 7.3481 -4.6688 -0.4658
H 7.6987 -6.6438 1.8280
H -0.4167 1.2027 -4.4848
H -1.0492 -7.3691 -1.9960
H -0.3488 2.2267 -3.1301
H 4.0021 -4.4561 2.0400
H -4.4524 0.9027 2.2060
H -2.1167 -5.4484 2.5394
H -3.6308 -7.2047 1.5860
H 4.8322 4.9738 -2.4415
H -2.3895 8.5299 2.1916
H -2.5812 1.0598 -5.8172
H -3.0868 7.4605 -1.2148
H -7.3717 -1.3915 -0.0757
H 6.1867 -3.0529 3.4428
H 6.3572 -6.7656 2.9539
H 5.0337 2.5786 -3.1734
H -3.3327 5.2800 -3.0315
H -2.1083 2.4671 1.6431
H -1.7481 3.6722 2.9673
H 4.8912 -6.5678 1.1536
H 3.2555 0.2911 4.1372
H -6.1519 -0.7116 -2.2459
H -4.9109 0.1324 -6.4264
H -6.5867 -0.6730 2.0389
H 4.8104 -2.8865 1.7246
H -3.1544 -8.1241 -0.6563
H -0.9331 -2.5277 1.5221
H 2.7147 -1.5439 5.4890
H -5.2459 1.7312 -7.1901
H 1.0308 -3.2517 4.7622

Orbital gap (eV): 2.071
Net charge: -1
HOMO level (hartree): -0.083
Calculated total energy (a.u.): -5967.6936
ΔE to the lowest compared entry with this formula, charge and spin (eV): 0.027

***

# 9
Entry from the OMol25 dataset: a 2-piece molecular cluster, C2HN4 overall in a non-equilibrium geometry (the ωB97M-V functional and the def2-TZVPD basis).

Positions of all 7 atoms, in Å:
N -1.6647 -0.0410 0.0367
N 1.3791 -1.9391 -0.2883
N 1.6675 2.0983 -0.1316
N 1.3004 1.1061 0.1475
C -0.6784 -0.6081 0.1609
C 0.4088 -1.3744 -0.0286
H -2.4128 0.7581 0.1035

Orbital gap (alpha / beta) (eV): 7.169 / 7.486
<S²>: 2.008
Net charge: +1
HOMO level (alpha / beta) (hartree): -0.520 / -0.700
Calculated total energy (a.u.): -295.3032
2S+1: 3
ΔE to the lowest compared entry with this formula, charge and spin (eV): 0.392

***

# 10
Entry from the OMol25 dataset: a 2-piece molecular cluster, C11H24FNO overall in a non-equilibrium geometry (the ωB97M-V functional and the def2-TZVPD basis).

Positions of all 38 atoms, in Å:
F -4.2346 1.1853 2.6582
O -3.0789 -1.2529 0.5503
N 4.1284 0.7869 0.6091
C 1.8444 -0.3472 0.2484
C 3.2702 0.4091 -1.6955
C 4.1354 0.2623 2.0477
C -4.0696 1.1773 -2.7625
C -0.5262 -1.1549 0.2471
C 0.4355 -0.0859 -0.2145
C -2.1025 -0.7925 -0.1601
C -3.6753 0.4835 -1.5575
C -2.9066 -2.0674 1.6839
C 2.8482 0.7473 -0.2562
C -2.3640 0.0491 -1.2569
H 3.6092 -0.5585 -1.7832
H 4.0543 -0.7949 1.8625
H -2.4815 -1.3520 2.5256
H -4.4878 0.0955 -0.7872
H -4.1408 0.6003 -3.7284
H -0.6427 -1.0134 1.3861
H 4.0527 0.9775 -1.9672
H 2.2182 -1.3497 0.0997
H -2.2169 -2.8061 1.5030
H -4.6421 1.7070 3.2756
H 1.8964 -0.1512 1.2792
H -0.3510 -2.1085 -0.1921
H -1.6173 0.1575 -2.0585
H -5.1087 1.5992 -2.7131
H 0.2621 0.8405 0.2102
H 4.5069 1.7159 0.8345
H 0.4453 0.0014 -1.3390
H 3.2781 0.8193 2.4309
H 4.7848 0.1476 0.0160
H 2.3896 1.7415 -0.2539
H -3.2238 1.9872 -2.9063
H 2.4478 0.5706 -2.3913
H -3.8023 -2.5368 2.0350
H 5.0650 0.3101 2.5204

Orbital gap (eV): 9.062
Net charge: +2
HOMO level (hartree): -0.601
Calculated total energy (a.u.): -662.6829
ΔE to the lowest compared entry with this formula, charge and spin (eV): 0.483

***

# 11
Entry from the OMol25 dataset: one molecule with the formula C4H9NO2S in a non-equilibrium geometry (the ωB97M-V functional and the def2-TZVPD basis).

Positions of all 17 atoms, in Å:
S 2.1556 1.4335 0.1964
O -2.6149 1.2954 0.6880
O -2.4474 0.5011 -1.4400
N -1.1533 -0.4682 0.2574
C 0.0468 -0.7925 -0.4798
C -1.7832 0.8471 -0.1561
C 1.9071 -0.0264 1.1569
C 1.3102 -1.1299 0.3497
H -0.9360 1.5469 -0.4267
H 2.0911 -1.2065 -0.4309
H -0.2696 -1.5208 -1.2443
H 1.3914 0.2370 2.0759
H 3.2295 0.9570 -0.4116
H -0.9858 -0.3530 1.2551
H -3.3783 0.6229 -1.2544
H 1.0756 -2.0241 0.9425
H 0.3614 0.0805 -1.0780

Orbital gap (eV): 3.999
Net charge: 0
HOMO level (hartree): -0.290
Calculated total energy (a.u.): -761.0000
ΔE to the lowest compared entry with this formula, charge and spin (eV): 7.168

***

Which of these has the lowest calculated total energy?
C49H55AsCsN4S4